(1)
C18H44BN5O3P | the ωB97M-V functional and the def2-TZVPD basis

Geometry (Å):
P 0.97628 1.49018 2.39828
O 8.06780 2.61894 -0.43516
O -1.78961 2.97618 3.05348
O -4.84203 -0.88048 0.97953
N -5.99861 -1.38807 0.79090
N -2.99255 1.11787 1.97506
N -0.56257 1.61230 1.39232
N 2.19813 1.69311 1.50507
N 7.54711 1.63787 -1.06499
C 5.15993 2.30575 -2.55361
C -5.40121 -1.13050 -1.57763
C 7.60724 0.42850 -3.26577
C -6.05120 -1.43028 3.24824
C -5.55598 -3.41322 -0.54853
C 6.54756 2.70925 -3.04995
C 9.02836 2.39303 -2.86708
C 6.22463 1.23420 -0.48686
C -6.15094 -2.00127 -0.57498
C 7.66568 1.78511 -2.55467
C -6.07091 -4.27216 0.60360
C 5.88651 -0.23293 -0.79892
C -5.88434 -3.56651 1.94422
C 5.14003 2.16703 -1.03220
C -8.02258 -2.22541 2.02219
C -6.49177 -2.16013 1.98349
C 6.30739 1.35916 1.03148
C -7.62165 -2.03539 -1.01832
B -1.89576 1.91777 2.19781
H -4.33299 -1.10761 -1.37783
H 7.11244 0.74128 1.43006
H 0.67427 2.37568 3.43620
H 0.70747 0.19713 2.85430
H -7.12135 -4.53076 0.45154
H -4.46651 -3.33328 -0.47417
H -3.65294 0.92207 2.71596
H 6.57432 2.72377 -4.14207
H -2.96464 0.33801 1.32970
H 5.36119 1.01418 1.45416
H -8.15300 -1.14247 -0.68927
H 7.90576 0.57032 -4.30441
H -4.96809 -1.41722 3.35085
H 9.12542 3.39764 -2.46557
H -8.32662 -2.60599 2.99698
H 5.19203 -0.60232 -0.04400
H -6.41833 -0.40280 3.25329
H 6.48107 2.38573 1.34334
H 6.61966 -0.02193 -3.27851
H 5.27782 3.15826 -0.58660
H -5.77945 -0.10751 -1.56532
H -4.81401 -3.49239 2.16282
H 5.40723 -0.37126 -1.76461
H -8.45280 -2.88506 1.27700
H 9.83006 1.78032 -2.45445
H 6.76344 3.72768 -2.71321
H -5.52689 -5.21752 0.61662
H -8.16073 -2.90876 -0.66312
H -6.33218 -4.15138 2.75068
H -2.15072 3.82638 2.75270
H -5.77342 -3.88861 -1.50772
H 9.14709 2.43746 -3.95053
H -7.65876 -2.06372 -2.10652
H 4.83973 1.37462 -3.02886
H 4.16791 1.79632 -0.69253
H -0.65345 0.73995 0.86883
H 2.81161 2.46508 1.73912
H 4.43586 3.06519 -2.85555
H -8.45606 -1.23280 1.89609
H -6.46816 -1.94937 4.11103
H -5.55479 -1.54407 -2.57418
H 8.30214 -0.27583 -2.80726
H -0.35644 2.36050 0.72352
H 6.78089 -0.85484 -0.76546

The LUMO energy (spin up / spin down) comes out at -0.1196 / -0.1198 hartree. The net charge is +1. The spin multiplicity is 3.


(2)
C2H5NS2 | the ωB97M-V functional and the def2-TZVPD basis

Geometry (Å):
S -0.58174 -0.69371 -2.24837
S 1.23898 1.15041 1.48967
N -0.99087 -1.09976 0.32950
C 0.88648 0.56074 -0.29302
C -0.30964 -0.39793 -0.52841
H 0.59635 1.35543 -1.13808
H 1.74444 0.01267 -0.55122
H -0.53677 -1.21350 1.33166
H -1.95128 -1.51223 -0.17935
H -0.09595 1.83789 1.78762

The LUMO energy comes out at 0.0125 hartree. As for the SMILES: NC(=S)CS.


(3)
C20H20INO4 | the ωB97M-V functional and the def2-TZVPD basis

Geometry (Å):
I -8.69788 4.08435 0.83566
O 5.29709 -0.80757 -1.15926
O 2.76452 -2.67791 -0.11771
O 4.38014 -2.49145 1.51631
O -3.29430 0.13403 -1.95270
N -1.90755 0.29760 -1.45036
C -6.10772 3.04548 -0.40541
C -1.82063 0.16275 -0.14362
C -3.12574 -0.05788 0.51457
C 6.40849 -1.50182 -0.63279
C 1.11742 0.55920 2.42698
C -6.30903 0.30154 0.29371
C -0.21333 0.38859 1.89541
C -7.24948 1.22211 0.66139
C 2.17554 0.37423 1.58048
C 4.25430 -0.72087 -0.13809
C -4.99889 2.20482 -0.78380
C -0.46118 0.23850 0.49525
C 0.65117 0.18114 -0.36279
C 7.24373 -1.78692 -1.86526
C 3.10644 0.04872 -0.74562
C -5.13678 0.82171 -0.51356
C -4.04160 -0.14449 -0.72435
C 3.82098 -2.09202 0.51307
C 1.92739 0.07756 0.22362
C -7.19940 2.52541 0.33434
H -1.08897 0.41157 2.55184
H 1.36819 0.84986 3.46795
H -4.39431 -1.05553 -1.01739
H -6.35833 -0.71576 0.49008
H 6.33523 -2.48812 -0.11080
H 7.89257 -2.58408 -1.52419
H 3.11984 0.62183 1.89685
H 6.89399 -0.76326 0.01016
H 2.83271 -0.49584 -1.60416
H 4.76224 -0.21917 0.70299
H 2.45468 -3.47941 0.39042
H -6.06988 4.08525 -0.66424
H -3.47859 0.78397 1.16408
H -3.32481 -0.93009 1.22220
H 6.78888 -2.02855 -2.79876
H 3.41103 1.05437 -0.88221
H 7.86425 -0.97693 -2.04421
H -8.11061 0.80149 1.14166
H -4.07647 2.60226 -1.27958
H 0.59466 0.13935 -1.40815

The LUMO energy comes out at 0.0075 hartree. As for the SMILES: CCO[C@@H](Cc1cccc(C2=NO[C@H](c3ccc(I)cc3)C2)c1)C(=O)O.


(4)
C11H15NS | the ωB97M-V functional and the def2-TZVPD basis

Geometry (Å):
S -2.11111 -4.36222 -0.69788
N -0.07951 0.45475 0.72129
C 1.59282 1.82013 0.17838
C 2.36684 2.31103 2.77359
C -2.14281 -2.58539 -1.13386
C -0.08017 0.57916 -0.65495
C 1.24025 1.85804 -2.43273
C 2.68457 2.67872 0.40804
C 0.92493 1.21765 1.24559
C 3.05345 2.92376 1.71447
C 0.95451 1.37435 -1.02984
C -3.82428 -4.67326 -0.18147
C 1.30504 1.46528 2.56938
H -1.82042 -2.56428 -2.16855
H 0.80344 1.02786 3.41907
H -0.75376 -0.03216 -1.23489
H 2.32814 1.85483 -2.59310
H 0.87852 1.13748 -3.16299
H -3.12769 -2.14507 -0.98882
H 3.15360 3.10238 -0.47401
H 2.69098 2.58082 3.77505
H -4.30293 -3.85616 0.34287
H -3.78400 -5.54432 0.47529
H 3.76703 3.70565 1.94187
H -1.48615 -2.05056 -0.45613
H -4.39015 -5.00445 -1.04519
H 0.84315 2.85931 -2.57446
H -0.68427 -0.13333 1.26396

The LUMO energy comes out at 0.0288 hartree. As for the SMILES: Cc1c[nH]c2ccccc12.CSC.


(5)
C20H45N2O12P4S | the ωB97M-V functional and the def2-TZVPD basis

Geometry (Å):
S 0.22989 -4.25662 -2.54339
P -6.73238 1.48263 1.25617
P 0.04867 -4.74913 -0.42416
P 3.10096 5.37539 0.93018
P 4.16118 -0.97561 1.74822
O 3.01240 4.29863 -0.13548
O 3.05340 0.06441 0.95003
O 4.53590 4.69382 1.60053
O 4.85759 -1.37838 0.31040
O -5.11883 1.25522 1.50772
O 3.06741 -1.97524 2.07710
O 5.35539 -1.90428 2.57122
O -7.51016 0.93686 2.43763
O -6.84337 -0.01434 0.41757
O -6.61688 3.04979 1.96361
O 1.64769 6.11296 0.38962
O 3.98533 6.64133 0.35873
N -0.40191 -5.51920 -3.53679
N -2.25959 -0.01351 -3.65199
C 0.89528 -3.25165 0.43575
C -2.86741 -5.97073 -3.44105
C -6.85480 4.14659 1.07713
C 4.54906 7.53906 1.30915
C -0.77138 -2.71504 -2.93857
C 6.25997 -1.15963 3.39271
C -1.00734 -0.35324 -4.23470
C 3.55687 1.07960 0.08601
C -2.32135 -3.68339 1.01268
C 6.15273 -0.85645 0.03239
C -1.11348 -7.54921 -2.02634
C -4.21285 2.05700 0.75878
C -1.74456 -4.90080 0.13129
C 1.35174 7.44087 0.80417
C -5.97482 -0.25481 -0.67803
C -2.79066 -0.97882 -2.76288
C -1.33609 -6.28073 -2.98722
C -0.17554 -1.65725 -3.94144
C 4.58195 4.63569 3.02888
C -2.14436 -2.35030 -2.36449
H 5.28075 5.38948 3.39952
H 4.49495 8.55416 0.91252
H 6.90666 -1.61385 0.25991
H 1.88701 8.15356 0.17472
H 0.82256 -1.84538 -4.44587
H -7.52395 4.85587 1.56739
H 2.78758 1.84040 -0.04370
H 4.44647 1.54653 0.50925
H -7.31430 3.81658 0.14218
H -3.87815 2.89709 1.37194
H -2.42517 -3.90898 2.12985
H 1.61451 7.59201 1.85184
H 1.14849 -2.42469 -0.31591
H -1.80408 -5.83872 0.80627
H -1.79475 -2.67598 0.82202
H -5.00121 -0.58962 -0.31229
H -2.78130 -5.53088 -4.50852
H -2.68226 -3.05209 -1.65901
H -3.40644 -3.50477 0.64506
H -0.56027 0.38330 -4.99762
H 0.28218 7.61321 0.68007
H 4.01097 7.50663 2.26161
H 7.23943 -1.12136 2.90987
H -0.05034 -7.44932 -1.58763
H 1.88157 -3.69203 0.83854
H -2.46795 -5.09429 -0.72633
H -3.38738 -5.21770 -2.76491
H -3.80699 -0.74382 -2.26204
H -1.91088 -7.57399 -1.19299
H 4.93547 3.64744 3.32968
H 6.21289 -0.60476 -1.02768
H 3.78371 0.65366 -0.89315
H -3.34657 1.45150 0.48543
H 6.35920 -1.66584 4.35452
H -5.90807 4.64653 0.85742
H 3.59755 4.80763 3.47106
H 5.59714 7.28000 1.47706
H -3.44305 -6.95744 -3.57239
H 0.31300 -2.87946 1.33704
H -5.86068 0.64212 -1.28908
H -1.11783 -8.51863 -2.65229
H -6.39984 -1.05020 -1.29242
H 5.90247 -0.14154 3.56517
H 6.35702 0.04514 0.61781
H -4.67556 2.43880 -0.15668

The LUMO energy comes out at -0.1664 hartree. The net charge is +1.


(6)
C3H4Br2O | the ωB97M-V functional and the def2-TZVPD basis

Geometry (Å):
Br 0.10522 1.18238 -2.11590
Br 0.62009 2.22400 0.72420
O 1.58650 -0.22629 -0.36260
C 0.43801 0.61398 -0.31312
C -0.79801 -1.22832 0.77421
C -0.79310 -0.04063 0.12519
H 0.13028 -1.73364 0.92390
H -1.72056 -1.58856 1.20628
H 2.06962 0.11422 -1.10544
H -1.63806 0.68288 0.14329

The LUMO energy comes out at 0.0227 hartree.


Copy entry 6 word for word.
C3H4Br2O | the ωB97M-V functional and the def2-TZVPD basis

Geometry (Å):
Br 0.10522 1.18238 -2.11590
Br 0.62009 2.22400 0.72420
O 1.58650 -0.22629 -0.36260
C 0.43801 0.61398 -0.31312
C -0.79801 -1.22832 0.77421
C -0.79310 -0.04063 0.12519
H 0.13028 -1.73364 0.92390
H -1.72056 -1.58856 1.20628
H 2.06962 0.11422 -1.10544
H -1.63806 0.68288 0.14329

The LUMO energy comes out at 0.0227 hartree.